[1]
A cluster of 3 separate species, C2H5N4 in total at a distorted geometry. Source: the Open Molecules 2025 dataset; level of theory: ωB97M-V/def2-TZVPD.

```
11
Properties=species:S:1:pos:R:3:forces:R:3:nbo_charge:R:1
H -2.025247 -0.606571 -2.755397 3.05 0.24 3.89 0.116
H -0.586327 0.061885 2.892291 -0.67 0.37 1.77 0.459
N -0.207464 -0.077764 2.006581 2.16 -1.55 -4.25 -0.269
C 1.246695 -0.958839 -0.777020 -0.40 1.71 1.05 0.817
N 0.666161 -0.471666 0.281118 -1.40 -0.04 1.87 -0.365
N 0.939637 -0.781560 1.713301 0.34 -0.11 0.48 -0.113
H -1.314481 -0.551710 -1.840559 -3.08 -0.25 -3.92 -0.118
N 1.891777 -1.098081 -1.711274 -1.18 -0.14 1.62 -0.411
C -0.559282 0.142843 0.758043 -0.09 0.62 -0.50 0.139
H 2.387100 -1.243895 -2.527242 1.10 -0.54 -1.80 0.485
H -1.232108 0.874690 0.327093 0.17 -0.34 -0.19 0.260
```
Positions in Å, forces in eV/Å.

The calculation puts the HOMO-LUMO gap at 8.47 eV. As for the HOMO energy: -13.5 eV. The calculation puts the total energy at -8100.1544 eV. The value obtained for the relative energy (zero: lowest compared OMol25 entry of this formula, charge and spin) is 7.572 eV. The maximum force comes out at 5.0 eV/A. As for the LUMO energy: -5.04 eV. As for the total charge: +1.


[2]
The ion C2H5N4O with charge +1 at a distorted geometry. Source: the Open Molecules 2025 dataset; level of theory: ωB97M-V/def2-TZVPD.

```
12
Properties=species:S:1:pos:R:3:forces:R:3:nbo_charge:R:1
H 1.792396 0.650763 0.269927 -0.08 -0.03 0.07 0.421
N -0.934606 1.046973 -2.971567 0.70 0.09 1.41 -0.521
H 0.266843 -1.735992 2.355406 -0.15 0.04 -0.04 0.420
H -1.603681 1.217999 -3.700725 -0.03 0.07 -0.11 0.492
O -0.096731 1.213144 -0.766023 1.80 0.90 1.06 -0.327
N 1.413074 -0.065411 0.863397 0.20 -0.04 0.11 -0.788
N -0.348537 -1.314752 1.679379 -0.11 -0.03 0.09 -0.767
H 2.055730 -0.525579 1.485391 -0.09 0.00 0.00 0.421
N -0.776748 0.222469 0.067620 -1.55 -1.28 1.07 -0.295
C 0.102716 -0.358372 0.864183 0.92 0.46 -0.48 0.572
C -0.534807 1.147098 -1.882497 -1.61 -0.14 -3.20 0.940
H -1.335649 -1.498339 1.735508 0.00 -0.01 0.00 0.433
```
Positions in Å, forces in eV/Å.

The calculation puts the HOMO-LUMO gap at 10.15 eV. As for the HOMO energy: -14.0 eV. The calculation puts the total energy at -10153.4927 eV. The value obtained for the relative energy (zero: lowest compared OMol25 entry of this formula, charge and spin) is 2.743 eV. The maximum force comes out at 3.6 eV/A. As for the LUMO energy: -3.85 eV. Its SMILES is [NH+]#CON=C(N)N. As for the total charge: +1.


[3]
The ion C2H5N4O with charge +1 at a distorted geometry. Source: the Open Molecules 2025 dataset; level of theory: ωB97M-V/def2-TZVPD.

```
12
Properties=species:S:1:pos:R:3:forces:R:3:nbo_charge:R:1
C -0.243621 0.177517 -0.076362 0.20 -1.27 -1.42 0.644
H -0.404904 2.090106 0.612143 0.28 -0.21 -0.26 0.452
N 2.995630 -0.712527 0.387742 -2.51 -0.58 -1.27 -0.618
H -1.885152 -1.119581 -0.075488 2.31 0.12 -0.32 0.447
N 1.013472 0.190044 -0.725167 -0.60 0.69 -0.36 -0.191
H -1.982302 1.270617 0.603478 3.76 -0.65 -0.69 0.466
N -0.845282 -0.990670 -0.286255 -0.96 -1.33 0.11 -0.739
H 3.853293 -0.549801 0.793422 2.30 0.78 0.80 0.410
H -0.300553 -1.803192 -0.709456 -1.17 1.69 0.75 0.464
O 1.988276 1.352555 -0.529319 -0.68 0.15 0.11 -0.278
C 2.296139 0.107486 -0.180642 0.41 -0.79 1.44 0.680
N -0.867141 1.212256 0.406165 -3.36 1.40 1.11 -0.738
```
Positions in Å, forces in eV/Å.

The calculation puts the HOMO-LUMO gap at 11.17 eV. As for the HOMO energy: -15.2 eV. The calculation puts the total energy at -10152.8474 eV. The value obtained for the relative energy (zero: lowest compared OMol25 entry of this formula, charge and spin) is 3.388 eV. The maximum force comes out at 3.9 eV/A. As for the LUMO energy: -4.05 eV. Its SMILES is [H]/N=C1\ON1C(N)=[NH2+]. As for the total charge: +1.


[4]
A cluster of 2 separate species, C2H5N4O4S in total at a distorted geometry. Source: the Open Molecules 2025 dataset; level of theory: ωB97M-V/def2-TZVPD.

```
16
Properties=species:S:1:pos:R:3:forces:R:3:nbo_charge:R:1
O 2.672807 -1.411263 0.049964 0.08 -0.01 0.28 -0.655
N 0.809794 -0.463111 0.865261 -2.49 2.49 -0.28 -0.544
H 0.691143 3.274970 0.703127 -0.16 -0.08 -0.08 0.387
N 0.452595 2.301637 0.770852 0.28 -0.09 0.11 -0.853
H 1.285215 -2.138822 -1.881214 0.11 0.04 0.17 0.383
H 1.165337 1.605181 0.930119 0.03 0.13 0.09 0.420
O -2.092128 -1.117362 1.214504 0.14 0.03 0.10 -1.029
O -1.577788 2.621679 -0.216825 -0.05 0.16 -0.07 -0.673
C 1.473587 -1.198140 -0.101137 0.45 -0.76 -1.51 0.719
N 0.789287 -1.607311 -1.186119 -0.04 -0.07 0.00 -0.835
N -0.738296 0.548283 -0.084549 2.41 -2.79 0.58 -0.580
S -2.172797 -0.420837 -0.087168 -0.54 -0.17 0.03 1.719
H 0.068374 -0.973273 1.343729 -0.16 -0.43 0.16 0.405
H -0.233579 -1.523767 -1.251419 0.15 -0.04 -0.08 0.440
C -0.678686 1.865750 0.139248 -0.06 1.45 0.43 0.725
O -1.914863 -1.363617 -1.208370 -0.16 0.14 0.07 -1.028
```
Positions in Å, forces in eV/Å.

The calculation puts the HOMO-LUMO gap (spin up / spin down) at 7.30 / 7.56 eV. As for the HOMO energy (spin up / spin down): -5.0 / -5.0 eV. The calculation puts the total energy at -27141.2970 eV. The value obtained for the relative energy (zero: lowest compared OMol25 entry of this formula, charge and spin) is 0.524 eV. The maximum force comes out at 3.7 eV/A. As for the LUMO energy (spin up / spin down): 2.33 / 2.55 eV. As for the total charge: -1.


[5]
A cluster of 2 separate species, C2H5N4S in total at a distorted geometry. Source: the Open Molecules 2025 dataset; level of theory: ωB97M-V/def2-TZVPD.

```
12
Properties=species:S:1:pos:R:3:forces:R:3:nbo_charge:R:1
N 1.829698 -0.220871 -0.010159 -1.11 0.66 -0.17 -0.313
H -1.163975 2.008146 -0.040627 2.56 -2.88 -0.19 0.432
H -2.398930 -1.285134 -0.058237 0.34 0.77 0.24 0.414
C 3.026230 -0.262571 0.253163 1.38 -0.22 0.06 0.140
H -0.260755 -2.056504 -0.037033 1.10 1.01 0.15 0.429
N 0.064525 -1.083299 -0.247951 1.96 -0.94 0.33 -0.409
C -0.773681 -0.083858 -0.047510 -0.70 3.19 -0.65 0.624
N -2.106468 -0.302364 0.045264 -1.08 -2.06 0.02 -0.782
S 4.585786 0.214599 0.437284 -3.17 -1.20 -0.28 0.315
N -0.375012 1.206417 -0.113261 -3.99 2.10 0.58 -0.755
H -2.968832 0.290245 0.032591 2.00 0.08 -0.07 0.457
H 0.541412 1.575191 -0.213522 0.71 -0.52 -0.01 0.449
```
Positions in Å, forces in eV/Å.

The calculation puts the HOMO-LUMO gap (spin up / spin down) at 6.17 / 6.15 eV. As for the HOMO energy (spin up / spin down): -13.9 / -13.9 eV. The calculation puts the total energy at -18939.4485 eV. The value obtained for the relative energy (zero: lowest compared OMol25 entry of this formula, charge and spin) is 4.420 eV. The maximum force comes out at 4.5 eV/A. As for the LUMO energy (spin up / spin down): -7.71 / -7.70 eV. As for the total charge: +1.


[6]
An isolated molecule of C2H5N5 at a distorted geometry. Source: the Open Molecules 2025 dataset; level of theory: ωB97M-V/def2-TZVPD.

```
12
Properties=species:S:1:pos:R:3:forces:R:3:nbo_charge:R:1
C -0.887251 1.715098 0.034088 -0.16 0.57 1.15 -0.440
H -0.856979 2.500320 -0.723911 1.14 -0.75 -0.57 0.225
C 0.748317 -1.507864 0.005733 -4.03 1.30 1.98 0.462
N -0.573574 0.343206 -0.196038 0.75 -1.34 0.35 -0.120
N 0.812642 -0.062138 -0.311515 -0.73 -1.27 -1.33 -0.492
H -1.936741 1.665587 0.152198 -1.27 0.02 0.79 0.234
H 2.483494 -2.031284 -0.058037 0.13 -0.56 -0.05 0.344
N -0.668684 -1.722539 0.635713 1.31 4.50 -0.66 -0.207
N 1.562369 -2.419631 0.175498 1.82 0.20 -0.75 -0.614
H -0.414020 2.012278 0.963905 0.03 0.63 0.08 0.198
N -1.189586 -0.529904 0.650248 0.16 -3.09 -1.37 0.022
H 0.920012 0.036872 -1.327883 0.83 -0.21 0.37 0.387
```
Positions in Å, forces in eV/Å.

The calculation puts the HOMO-LUMO gap at 9.47 eV. As for the HOMO energy: -9.2 eV. The calculation puts the total energy at -9601.8958 eV. The value obtained for the relative energy (zero: lowest compared OMol25 entry of this formula, charge and spin) is 4.126 eV. The maximum force comes out at 4.7 eV/A. As for the LUMO energy: 0.30 eV. Its SMILES is [H]/N=c1/nnn(C)[nH]1. As for the total charge: 0.